# C3H9NO2

2 unconnected molecules or ions with the total composition C3H9NO2 in a non-equilibrium geometry (wB97M-V/def2-TZVPD, OMol25).

Each line ends with the natural charge from an NBO analysis.
Geometry (Å):
C (2.00107, -0.13871, 1.87048)  -0.75
C (2.19645, -0.71480, 0.49666)  0.79
O (1.47030, -0.04821, -0.46896)  -0.72
O (2.90606, -1.61223, 0.17433)  -0.53
H (2.99822, 0.16574, 2.19783)  0.25
H (1.61363, -0.75975, 2.66608)  0.25
H (1.29498, 0.66807, 1.87745)  0.22
C (-2.08994, -0.19241, -1.17234)  -0.41
N (-2.35518, 1.19474, -1.40099)  -0.85
H (-2.86993, 1.63227, -0.66039)  0.37
H (0.54330, 0.06240, -0.24215)  0.49
H (-1.62575, 1.73173, -1.83148)  0.37
H (-1.83822, -0.71630, -2.10116)  0.20
H (-2.98708, -0.73197, -0.86697)  0.20
H (-1.25790, -0.54057, -0.53839)  0.13

## Properties
HOMO level in eV: -9.36
LUMO energy in eV: 0.599
Frontier orbital gap in eV: 9.96
Structure (SMILES): CC(=O)O.CN

---

# C3H9NO2

C3H9NO2 in the gas phase in a non-equilibrium geometry (wB97M-V/def2-TZVPD, OMol25).

Each line ends with the natural charge from an NBO analysis.
Geometry (Å):
C (0.78317, -0.74738, -0.08916)  -0.24
C (-0.03712, 0.47180, 0.30960)  0.06
C (-1.52089, 0.13861, 0.36452)  -0.08
H (2.74543, -1.05797, -0.46950)  0.35
H (2.27106, 0.48193, -0.67396)  0.36
H (0.66463, -1.54613, 0.71509)  0.18
H (0.48500, -1.33692, -1.00881)  0.20
H (0.44138, 0.91545, 1.24456)  0.18
H (0.26660, 2.41378, -0.13022)  0.46
H (-1.79512, -0.26570, 1.39579)  0.15
H (-2.04804, 1.09239, 0.35773)  0.16
H (-2.73725, -0.94257, -0.52107)  0.47
N (2.17716, -0.32098, -0.08547)  -0.84
O (0.10045, 1.40897, -0.69871)  -0.71
O (-1.79646, -0.70528, -0.71038)  -0.70

## Properties
HOMO level in eV: -9.02
LUMO energy in eV: 0.625
Frontier orbital gap in eV: 9.64
Structure (SMILES): NC[C@@H](O)CO

---

# C3H9NO2

3 unconnected molecules or ions with the total composition C3H9NO2 in a non-equilibrium geometry (wB97M-V/def2-TZVPD, OMol25).

Each line ends with the natural charge from an NBO analysis.
Geometry (Å):
C (-1.95913, -0.25385, -0.54600)  -0.04
C (-1.26822, -0.18327, -1.74391)  -0.38
C (-0.21551, -1.46418, 0.67441)  -0.02
N (-1.12936, -0.55774, 0.60261)  -0.45
H (-2.99622, -0.16006, -0.44962)  0.21
H (-0.34485, -0.30735, -1.79679)  0.18
H (-1.87213, 0.28857, -2.57809)  0.19
H (0.21797, -1.74719, 1.55909)  0.17
H (-0.08561, -2.26131, -0.07182)  0.15
H (0.81816, 2.41762, 0.81549)  0.50
H (0.28621, 1.04315, 1.57757)  0.51
O (1.02778, 1.61185, 1.35934)  -0.99
H (2.25210, 0.78419, 0.32163)  0.50
H (3.25573, 0.01130, -0.55635)  0.46
O (2.35114, 0.29354, -0.52764)  -0.98

## Properties
HOMO level in eV: -9.08
LUMO energy in eV: 0.820
Frontier orbital gap in eV: 9.90
Structure (SMILES): C=CN=C.O.O

---

# C3H9NO2

2 unconnected molecules or ions with the total composition C3H9NO2 in a non-equilibrium geometry (wB97M-V/def2-TZVPD, OMol25).

Each line ends with the natural charge from an NBO analysis.
Geometry (Å):
C (-0.28554, 1.99063, -0.15557)  -0.52
C (0.99197, 1.79087, 0.27208)  0.13
O (1.15964, 1.11563, 1.44210)  -0.72
H (-0.37038, 2.44140, -1.13987)  0.22
H (-1.10888, 1.73375, 0.55632)  0.22
H (1.82152, 2.31984, -0.15444)  0.18
H (2.02411, 1.39940, 1.98182)  0.50
N (-0.97570, -1.89580, -1.35541)  -0.86
C (-0.01610, -1.68628, -0.25017)  0.07
O (-0.67817, -1.21642, 0.90119)  -0.75
H (-1.48547, -2.73551, -1.01926)  0.34
H (-1.72177, -1.19866, -1.47070)  0.36
H (0.27872, -2.72141, 0.08810)  0.16
H (0.70660, -1.04006, -0.78865)  0.17
H (-0.34054, -0.29738, 1.09246)  0.49

## Properties
HOMO level in eV: -9.17
LUMO energy in eV: 0.413
Frontier orbital gap in eV: 9.58
Structure (SMILES): C=CO.NCO

---

Question: Among the records above, which one has the highest frontier orbital gap?
Answer: number 1